[1]
# C7H13LuN3O2SSb

A molecular structure, C7H13LuN3O2SSb (wB97M-V/def2-TZVPD, the OMol25 dataset).

Its largest force on an atom is 0.143 Eh/bohr.

```
! RIJCOSX wB97M-V def2-TZVPD def2/J DEFGRID3
* xyz 2 1
O 2.65888 -0.14560 2.93107
C 2.64538 1.00244 2.40656
N 3.06363 2.01022 1.66860
Sb 2.34236 1.87195 -0.29008
C 3.02366 -0.23148 -0.54938
C 1.86033 -1.18638 -1.17525
C 0.84439 -1.77048 -0.03308
C -0.58812 -1.07446 -0.28169
S -2.04146 -2.21278 0.15298
C -3.48983 -1.03528 0.08479
N -3.51583 -0.23478 -1.12819
N -4.61901 0.55006 -0.93298
C -5.26141 0.26503 0.34154
O -4.51728 -0.79408 1.02998
H 0.81318 1.34473 0.36667
H 1.72441 3.51545 -0.21190
H 3.85547 2.54384 -0.83900
H 1.72949 1.80991 -1.95069
H 3.85331 -0.19906 -1.36578
H 3.52865 -0.68918 0.38123
H 2.30636 -2.06766 -1.78971
H 1.29054 -0.50656 -1.92761
H 0.82680 -2.91729 -0.03974
H 1.21540 -1.42209 1.01315
H -0.76467 -0.12274 0.36495
H -0.78207 -0.75373 -1.37293
H -6.19581 0.86535 0.66833
Lu -5.80677 1.58463 2.47815
*
```

---

[2]
# C7H13N

A single C7H13N molecule (wB97M-V/def2-TZVPD, the OMol25 dataset).

Its largest force on an atom is 0.026 Eh/bohr. The energy relative to the best compared isomer or geometry (same formula, charge and spin) comes out at 19.7 kcal per mole. Its SMILES is CC1(C)CC[C@@H]2CN21.

```
! RIJCOSX wB97M-V def2-TZVPD def2/J DEFGRID3
* xyz 0 1
C -1.70739 1.02723 0.60177
C -0.76818 0.00186 0.00902
C -1.53437 -0.87879 -0.97049
C -0.06054 -0.82846 1.05203
C 1.30740 -1.18078 0.41840
C 1.54862 -0.04812 -0.52635
C 1.33748 1.32802 -0.00778
N 0.30329 0.66472 -0.78662
H -2.52487 0.53623 1.16486
H -1.14148 1.69619 1.28351
H -2.15993 1.66359 -0.17678
H -2.35743 -1.46025 -0.52313
H -1.93528 -0.22220 -1.76274
H -0.85545 -1.59152 -1.48964
H 0.15811 -0.26236 1.97763
H -0.66786 -1.72151 1.30172
H 1.25750 -2.15298 -0.10850
H 2.09313 -1.25894 1.17494
H 2.18858 -0.14234 -1.42593
H 1.19935 1.55584 1.07113
H 1.88447 2.18149 -0.44030
*
```

---

[3]
# C7H13N

A molecular structure, C7H13N (wB97M-V/def2-TZVPD, the OMol25 dataset).

Its largest force on an atom is 0.064 Eh/bohr. The energy relative to the best compared isomer or geometry (same formula, charge and spin) comes out at 68.2 kcal per mole.

```
! RIJCOSX wB97M-V def2-TZVPD def2/J DEFGRID3
* xyz 0 1
C -2.17696 -0.38390 -0.28636
C -1.14858 1.77463 0.41778
C -1.21972 0.27014 0.45296
N 0.88618 0.11779 1.76810
C -0.01366 -0.43816 0.81396
H 0.75516 -0.25124 2.69928
H 0.93397 1.12689 1.76251
H -0.18361 -1.49295 1.02936
H -1.03369 -0.72642 -1.57429
H -2.36840 -1.43100 -0.08845
H -2.05164 2.20146 -0.01489
H -1.03737 2.18623 1.42536
H -3.08297 0.14142 -0.55740
H -0.29844 2.11535 -0.17980
C 2.36731 -0.67959 -0.58138
C 0.91333 -0.68504 -0.84388
C 0.14583 -0.81066 -1.86757
H 2.65096 0.19613 0.00605
H 2.63752 -1.54013 0.03316
H 2.93285 -0.69740 -1.51382
H 0.39191 -0.99358 -2.90069
*
```

---

no.,HOMO-LUMO gap (hartree),E (Ha)
1,0.0836,-2461.9907
2,0.3667,-329.2401
3,0.3531,-329.1628